The following is a quantum chemistry calculation of 11 unconnected molecules or ions with the total composition C7H32O11, from the Open Molecules 2025 dataset.

Properties
LUMO energy	0.049	eV
multiplicity	1
E_HOMO	-0.3343	hartree
strongest force on any atom	1.99	eV/A
structure (SMILES)	C=C(/C=C/CO)CC.O.O.O.O.O.O.O.O.O.O
ΔE to the lowest compared entry with this formula, charge and spin	69.16	kcal per mole

Each line ends with the Löwdin charge.
Element x y z (Å)
C (1.833, -3.001, -0.758)  0.05
C (0.845, -2.448, -0.055)  -0.33
C (0.853, -0.953, -0.038)  -0.07
C (0.333, -0.256, 0.968)  -0.05
C (0.304, 1.246, 0.998)  -0.24
O (0.697, 1.844, 2.226)  -0.06
C (-0.237, -3.192, 0.635)  -0.18
C (-1.596, -2.851, -0.042)  -0.08
H (1.922, -4.069, -0.919)  0.06
H (2.491, -2.361, -1.332)  0.04
H (1.020, -0.490, -1.006)  0.11
H (0.028, -0.630, 1.942)  0.12
H (-0.655, 1.713, 0.790)  0.09
H (0.994, 1.672, 0.257)  0.10
H (1.621, 1.796, 2.464)  0.05
H (-0.298, -2.918, 1.688)  0.11
H (-0.128, -4.260, 0.560)  0.10
H (-2.224, -2.290, 0.652)  0.03
H (-1.549, -2.246, -0.949)  0.08
H (-2.116, -3.758, -0.339)  0.07
O (2.344, 0.179, -3.665)  -0.05
H (2.540, -0.503, -4.309)  0.05
H (2.866, 0.001, -2.867)  0.01
O (3.803, 1.196, 1.792)  -0.04
H (3.749, 2.026, 2.286)  0.05
H (3.629, 0.602, 2.536)  0.06
O (3.911, -0.121, -1.107)  -0.05
H (3.500, 0.526, -0.529)  0.02
H (4.111, -0.954, -0.678)  0.05
O (-2.659, 2.278, 2.715)  -0.05
H (-2.048, 2.918, 2.330)  0.05
H (-2.847, 1.681, 1.968)  -0.01
O (0.779, 2.371, -2.412)  -0.06
H (1.426, 1.804, -2.854)  0.01
H (1.176, 2.627, -1.576)  0.04
O (-3.613, 1.286, 0.185)  -0.07
H (-2.767, 1.675, -0.080)  0.00
H (-3.934, 0.703, -0.501)  0.05
O (-0.807, 0.857, -4.086)  -0.06
H (-0.059, 1.273, -3.622)  -0.02
H (-0.314, 0.297, -4.700)  0.04
O (-1.670, 1.948, -1.526)  -0.05
H (-1.755, 2.475, -2.322)  0.06
H (-1.426, 1.057, -1.786)  0.04
O (-2.820, -0.631, 1.843)  -0.06
H (-3.749, -0.454, 1.999)  0.06
H (-2.693, -0.628, 0.894)  0.00
O (-1.279, 0.374, 4.381)  -0.09
H (-1.997, -0.271, 4.376)  0.02
H (-1.533, 0.861, 3.573)  -0.02

=====

The following is a quantum chemistry calculation of 3 unconnected molecules or ions with the total composition C16H31BO11, from the Open Molecules 2025 dataset.

Properties
LUMO energy	-0.005	eV
multiplicity	1
E_HOMO	-0.3402	hartree
strongest force on any atom	6.27	eV/A
structure (SMILES)	COCCCC1=C(OB(O)O)C(=O)OC1=O.COCCOC.COCCOC

Each line ends with the Löwdin charge.
Element x y z (Å)
C (3.290, -1.119, -1.973)  -0.09
O (4.257, -0.495, -2.788)  -0.16
C (3.706, 0.492, -3.636)  -0.21
C (4.024, 0.214, -5.100)  -0.15
C (3.843, -1.250, -5.508)  -0.10
C (2.487, -1.808, -5.283)  -0.06
C (1.293, -1.293, -5.424)  -0.11
O (1.029, -0.049, -5.854)  0.22
B (0.166, 0.721, -5.069)  -0.79
O (0.625, 1.944, -4.588)  0.17
O (-1.087, 0.368, -4.784)  0.25
C (0.333, -2.422, -5.054)  -0.38
O (-0.720, -2.434, -4.622)  0.25
O (1.059, -3.588, -5.269)  0.14
C (2.338, -3.236, -4.845)  -0.43
O (3.050, -3.918, -4.287)  0.25
H (3.721, -2.034, -1.574)  0.10
H (2.403, -1.409, -2.536)  0.08
H (3.011, -0.477, -1.138)  0.08
H (2.624, 0.520, -3.532)  0.10
H (4.106, 1.469, -3.376)  0.13
H (5.066, 0.463, -5.286)  0.12
H (3.416, 0.841, -5.748)  0.11
H (4.567, -1.875, -5.000)  0.12
H (4.102, -1.322, -6.563)  0.13
H (0.804, 2.515, -5.347)  0.12
H (-1.565, 1.121, -4.421)  0.13
C (2.969, -0.177, 2.524)  -0.11
O (2.183, 0.498, 1.556)  -0.20
C (1.076, -0.269, 1.106)  -0.21
C (-0.214, 0.175, 1.763)  -0.21
O (-0.215, -0.103, 3.155)  -0.20
C (0.056, 1.043, 3.949)  -0.10
H (3.644, 0.551, 2.971)  0.09
H (2.352, -0.614, 3.313)  0.08
H (3.565, -0.962, 2.047)  0.09
H (1.249, -1.336, 1.273)  0.13
H (0.993, -0.104, 0.027)  0.11
H (-1.043, -0.389, 1.323)  0.13
H (-0.394, 1.238, 1.579)  0.13
H (-0.822, 1.698, 3.967)  0.08
H (0.922, 1.597, 3.581)  0.08
H (0.263, 0.709, 4.965)  0.09
C (-3.355, 0.820, 6.179)  -0.11
O (-3.587, 1.571, 4.999)  -0.20
C (-3.977, 0.752, 3.903)  -0.21
C (-5.471, 0.812, 3.666)  -0.20
O (-6.196, 0.229, 4.739)  -0.19
C (-6.751, 1.190, 5.620)  -0.11
H (-3.286, 1.515, 7.015)  0.09
H (-4.165, 0.115, 6.377)  0.09
H (-2.408, 0.276, 6.097)  0.08
H (-3.650, -0.281, 4.054)  0.13
H (-3.465, 1.140, 3.016)  0.12
H (-5.706, 0.233, 2.767)  0.13
H (-5.792, 1.844, 3.496)  0.13
H (-7.617, 1.674, 5.155)  0.09
H (-6.019, 1.949, 5.906)  0.08
H (-7.083, 0.668, 6.517)  0.09

=====

The following is a quantum chemistry calculation of a molecular structure, C37H37CaN3P2, from the Open Molecules 2025 dataset.

Properties
LUMO energy (spin up / spin down)	-0.701 / -0.697	eV
multiplicity	1
E_HOMO (spin up / spin down)	-0.1592 / -0.1610	hartree
strongest force on any atom	2.93	eV/A

Each line ends with the Löwdin charge.
Element x y z (Å)
Ca (0.161, 2.396, -0.531)  1.27
C (-1.948, 1.319, -3.097)  -0.15
C (-1.931, 0.007, -2.676)  -0.09
C (-1.259, -1.084, -3.471)  -0.18
C (0.137, -0.747, -4.027)  -0.17
C (0.965, 0.144, -3.159)  -0.08
C (0.941, 1.496, -3.136)  -0.19
C (0.140, 2.325, -4.104)  -0.19
C (-1.307, 1.827, -4.311)  -0.21
C (1.564, -0.228, 2.823)  -0.19
H (-2.594, 2.110, -2.685)  0.11
H (-2.587, -0.397, -1.886)  0.11
H (-1.955, -1.368, -4.286)  0.13
H (-1.174, -2.018, -2.888)  0.09
H (0.690, -1.701, -4.082)  0.12
H (0.036, -0.382, -5.059)  0.11
H (1.732, -0.454, -2.652)  0.09
H (1.798, 2.052, -2.753)  0.05
H (0.616, 2.382, -5.107)  0.13
H (0.070, 3.383, -3.774)  0.10
H (-1.913, 2.711, -4.549)  0.12
H (-1.366, 1.136, -5.152)  0.11
H (1.236, 0.753, 3.176)  0.02
H (2.337, -0.557, 3.524)  0.07
H (0.782, -1.005, 2.843)  0.04
P (-1.431, -0.826, 1.214)  1.05
P (2.277, -0.259, 1.185)  0.93
C (-0.170, -1.209, -0.060)  -0.37
C (1.175, -0.916, -0.054)  -0.33
C (-2.483, -2.342, 1.304)  -0.39
C (-2.839, -3.122, 0.195)  -0.11
C (-3.630, -4.273, 0.322)  -0.09
C (-4.110, -4.633, 1.591)  -0.09
C (-3.796, -3.836, 2.714)  -0.08
C (-2.993, -2.695, 2.578)  -0.09
C (-2.691, 0.346, 0.492)  -0.36
C (-2.274, 1.511, -0.211)  -0.32
C (-3.008, 2.709, -0.204)  -0.12
C (-4.374, 2.630, 0.079)  -0.09
C (-4.921, 1.393, 0.408)  -0.07
C (-4.099, 0.259, 0.605)  -0.06
C (3.818, -1.228, 1.326)  -0.30
C (3.687, -2.574, 1.733)  -0.09
C (4.819, -3.372, 1.911)  -0.08
C (6.095, -2.845, 1.664)  -0.08
C (6.237, -1.510, 1.264)  -0.08
C (5.109, -0.704, 1.090)  -0.07
C (2.727, 1.452, 0.726)  -0.38
C (2.705, 2.490, 1.682)  -0.12
C (2.668, 3.822, 1.283)  -0.10
C (2.738, 4.149, -0.072)  -0.15
C (2.881, 3.139, -1.017)  -0.22
C (2.903, 1.797, -0.630)  -0.22
H (-0.575, -1.912, -0.794)  0.02
H (1.780, -1.328, -0.868)  0.06
H (-2.494, -2.814, -0.785)  0.08
H (-3.858, -4.850, -0.585)  0.10
H (-4.729, -5.536, 1.680)  0.10
H (-4.200, -4.125, 3.694)  0.11
H (-2.764, -2.073, 3.448)  0.10
H (-1.573, 1.341, -1.107)  0.00
H (-2.531, 3.656, -0.489)  0.09
H (-5.021, 3.510, 0.089)  0.11
H (-5.990, 1.283, 0.586)  0.11
H (-4.556, -0.694, 0.876)  0.10
H (2.687, -2.979, 1.908)  0.11
H (4.694, -4.406, 2.241)  0.11
H (6.982, -3.468, 1.783)  0.11
H (7.227, -1.075, 1.094)  0.11
H (5.247, 0.338, 0.791)  0.10
H (2.612, 2.251, 2.743)  0.10
H (2.570, 4.624, 2.017)  0.12
H (2.647, 5.175, -0.411)  0.09
H (2.950, 3.407, -2.075)  0.11
H (2.970, 1.011, -1.385)  0.10
N (-0.808, 1.954, 2.568)  0.06
C (-1.204, 1.438, 3.567)  -0.46
N (-1.776, 0.869, 4.578)  0.04
C (-1.366, 0.619, 5.808)  -0.43
N (-1.112, 0.334, 6.933)  0.04

=====

The following is a quantum chemistry calculation of C15H23N3O4 in the gas phase, from the Open Molecules 2025 dataset.

Properties
LUMO energy	0.357	eV
multiplicity	1
E_HOMO	-0.3223	hartree
strongest force on any atom	6.55	eV/A
structure (SMILES)	NCCCC[C@H](N)C(=O)N[C@@H](Cc1ccc(O)cc1)C(=O)O
ΔE to the lowest compared entry with this formula, charge and spin	217.37	kcal per mole

Each line ends with the Löwdin charge.
Element x y z (Å)
N (3.728, 4.078, 2.438)  -0.12
C (2.864, 3.330, 3.484)  -0.29
C (1.235, 3.530, 3.159)  -0.21
C (0.708, 3.070, 1.840)  -0.25
C (1.158, 1.588, 1.713)  -0.17
C (0.639, 1.066, 0.398)  -0.40
N (-0.674, 1.112, 0.232)  0.05
C (1.166, -0.476, 0.154)  -0.37
O (2.243, -0.701, 0.673)  0.05
N (0.293, -1.326, -0.386)  0.10
C (0.230, -2.766, -0.324)  -0.15
C (-1.227, -3.273, -0.370)  -0.15
C (-2.132, -2.559, -1.295)  -0.25
C (-2.025, -3.074, -2.666)  0.00
C (-2.568, -2.408, -3.864)  0.00
C (-3.547, -1.370, -3.634)  -0.36
O (-4.456, -0.985, -4.612)  0.00
C (-3.573, -0.846, -2.327)  -0.05
C (-3.036, -1.409, -1.047)  -0.01
C (1.360, -3.090, -1.568)  -0.37
O (1.124, -3.640, -2.723)  0.00
O (2.511, -2.723, -1.105)  0.10
H (4.778, 4.311, 2.972)  0.15
H (3.133, 4.987, 2.242)  0.08
H (3.044, 3.599, 4.610)  0.10
H (3.589, 2.349, 3.392)  0.13
H (0.768, 2.785, 3.825)  0.09
H (0.849, 4.511, 3.633)  0.13
H (-0.165, 3.535, 1.548)  0.06
H (1.243, 3.588, 0.818)  0.17
H (0.920, 0.923, 2.551)  0.12
H (2.359, 1.667, 1.666)  0.15
H (1.138, 1.588, -0.373)  0.14
H (-0.985, 1.982, -0.017)  0.06
H (-1.274, 0.610, 1.000)  0.16
H (-0.464, -0.965, -0.959)  0.13
H (0.790, -3.245, 0.568)  0.18
H (-1.048, -4.264, -0.682)  0.09
H (-1.750, -3.587, 0.549)  0.13
H (-1.185, -3.932, -2.603)  0.14
H (-2.197, -2.676, -4.871)  0.11
H (-4.394, -1.616, -5.399)  0.14
H (-4.752, -0.403, -2.286)  0.17
H (-2.973, -0.762, -0.074)  0.12
H (2.554, -2.116, -0.278)  0.11

=====

The following is a quantum chemistry calculation of 2 unconnected molecules or ions with the total composition C4H3NO2, from the Open Molecules 2025 dataset.

Properties
LUMO energy	-0.889	eV
multiplicity	1
E_HOMO	-0.3683	hartree
strongest force on any atom	3.83	eV/A
structure (SMILES)	N#Cc1cc1=O.O
ΔE to the lowest compared entry with this formula, charge and spin	82.34	kcal per mole

Each line ends with the Löwdin charge.
Element x y z (Å)
N (0.705, 1.739, -1.755)  0.20
C (0.171, 0.857, -1.244)  -0.18
C (-0.539, -0.155, -0.658)  -0.06
C (-0.789, -1.447, -0.363)  0.16
C (-1.737, -0.557, 0.100)  -0.37
O (-2.715, -0.349, 0.743)  0.12
H (-0.305, -2.431, -0.457)  0.13
O (1.512, 0.511, 1.371)  -0.01
H (2.003, 1.118, 1.827)  -0.01
H (1.695, 0.716, 0.436)  0.02